Entry 1:
C32H75F6FeNO24P5S2 | ωB97M-V/def2-TZVPD

The geometry in XYZ format:
```
146
C32H75F6FeNO24P5S2 (ωB97M-V/def2-TZVPD)
Fe -0.22 -0.10 0.71
C 0.84 1.29 4.61
F 0.48 1.76 5.79
F 0.75 2.32 3.79
F 2.01 0.79 4.73
S -0.48 -0.04 3.95
O 0.30 -1.22 3.63
O -1.51 -0.15 5.02
N -1.03 0.53 2.29
S -2.15 1.58 2.74
O -1.79 2.34 3.91
O -2.47 2.44 1.61
C -3.79 0.56 3.10
F -3.81 -0.45 2.18
F -3.84 0.17 4.41
F -4.78 1.42 2.88
C -4.23 3.04 -2.13
C -2.90 2.27 -2.28
O -3.10 0.84 -2.46
P -3.22 -0.12 -1.16
O -1.99 -0.21 -0.32
O -3.55 -1.56 -1.78
C -4.36 -1.53 -3.00
C -5.00 -2.94 -3.11
O -4.59 0.41 -0.44
C -5.65 -0.53 -0.10
C -6.69 0.07 0.81
H -4.83 2.63 -1.32
H -4.20 4.10 -1.89
H -4.83 3.11 -3.04
H -2.33 2.75 -3.08
H -2.26 2.44 -1.42
H -5.06 -0.69 -3.02
H -3.78 -1.37 -3.91
H -4.09 -3.55 -3.16
H -5.60 -3.19 -2.24
H -5.50 -3.22 -4.04
H -6.16 -0.83 -1.02
H -5.16 -1.42 0.29
H -7.09 1.03 0.51
H -7.56 -0.57 0.95
H -6.35 0.23 1.84
C -1.13 -3.31 -4.45
C -0.49 -2.82 -3.20
O -0.49 -1.42 -3.28
P 0.68 -0.51 -2.63
O 0.63 -0.44 -1.13
O 2.05 -1.02 -3.32
C 3.27 -0.25 -3.51
C 4.43 -1.17 -3.90
O 0.34 0.97 -3.23
C -0.18 1.11 -4.56
C 0.38 2.40 -4.98
H -0.62 -2.96 -5.35
H -1.20 -4.39 -4.53
H -2.16 -3.01 -4.60
H -1.10 -3.12 -2.35
H 0.52 -3.18 -3.00
H 3.07 0.49 -4.28
H 3.50 0.17 -2.53
H 4.14 -1.51 -4.90
H 5.32 -0.55 -4.00
H 4.57 -1.92 -3.13
H -0.05 0.23 -5.18
H -1.27 1.11 -4.49
H 1.39 2.09 -5.21
H -0.04 2.75 -5.92
H 0.46 3.11 -4.15
C 6.01 -1.02 -0.41
C 5.53 0.23 0.38
O 4.15 0.08 0.23
P 3.09 0.23 1.50
O 1.71 -0.29 1.22
O 3.92 -0.30 2.78
C 4.07 -1.70 2.97
C 4.22 -1.89 4.47
O 3.00 1.85 1.65
C 4.08 2.75 2.13
C 3.98 2.93 3.63
H 6.23 -0.83 -1.46
H 6.96 -1.29 0.05
H 5.38 -1.90 -0.32
H 5.96 0.07 1.37
H 5.96 1.09 -0.14
H 3.12 -2.13 2.64
H 4.89 -2.08 2.35
H 3.97 -2.92 4.73
H 5.26 -1.80 4.78
H 3.77 -1.13 5.11
H 5.12 2.49 1.92
H 3.92 3.71 1.65
H 3.02 3.44 3.75
H 3.79 1.99 4.15
H 4.74 3.54 4.12
C -0.16 5.81 2.75
C 0.84 5.04 1.93
O 0.08 4.09 1.30
P 0.53 3.29 0.01
O 0.31 1.80 0.10
O -0.17 3.94 -1.25
C -0.17 5.38 -1.47
C -1.50 5.94 -0.94
O 2.07 3.72 -0.21
C 2.63 3.52 -1.48
C 4.05 3.97 -1.43
H -1.00 6.21 2.17
H -0.67 5.27 3.54
H 0.37 6.62 3.26
H 1.23 5.78 1.23
H 1.61 4.54 2.51
H 0.72 5.94 -1.20
H -0.30 5.49 -2.55
H -1.52 7.02 -1.00
H -2.41 5.58 -1.41
H -1.51 5.70 0.12
H 2.65 2.48 -1.81
H 2.08 4.14 -2.19
H 4.27 4.85 -0.82
H 4.59 3.21 -0.86
H 4.50 4.04 -2.42
C 1.41 -5.78 3.71
C 0.82 -4.42 3.39
O 0.79 -4.22 1.95
P -0.39 -3.50 1.14
O -0.29 -2.00 1.08
O -0.33 -4.27 -0.29
C -0.18 -5.61 -0.46
C -0.77 -6.08 -1.88
O -1.76 -4.04 1.78
C -2.99 -4.02 1.09
C -4.08 -4.23 2.17
H 1.56 -5.92 4.78
H 0.78 -6.62 3.42
H 2.38 -5.94 3.25
H -0.16 -4.28 3.85
H 1.48 -3.68 3.86
H 0.88 -5.86 -0.44
H -0.85 -6.20 0.17
H -0.07 -5.79 -2.66
H -0.88 -7.16 -1.92
H -1.55 -5.41 -2.24
H -3.19 -3.08 0.56
H -3.07 -4.78 0.30
H -4.14 -5.31 2.30
H -3.79 -3.76 3.11
H -5.03 -3.80 1.84
```

**⟨S²⟩**: 12.012
**E_tot**: -203839.8834 eV
**Lowest unoccupied orbital energy (alpha / beta)**: -1.6 / -3.0 eV
**Total charge**: +1
**Spin multiplicity**: 7

Entry 2:
C17H19BrFN3O4S | ωB97M-V/def2-TZVPD

The geometry in XYZ format:
```
46
C17H19BrFN3O4S (ωB97M-V/def2-TZVPD)
O -2.03 -1.69 -2.09
C -2.57 -1.20 -1.12
N -2.86 -1.88 0.02
C -2.49 -3.25 0.24
C -1.56 -3.40 1.43
S 0.16 -3.06 0.95
O 0.48 -3.92 -0.15
O 0.96 -3.14 2.14
N 0.10 -1.47 0.39
C 0.98 -1.24 -0.75
C 0.77 0.18 -1.28
N 0.99 1.16 -0.24
C 2.28 1.67 -0.04
C 2.84 1.84 1.23
C 4.08 2.41 1.40
C 4.80 2.81 0.29
F 6.02 3.37 0.44
C 4.27 2.67 -0.99
C 3.02 2.10 -1.14
C 0.13 0.90 0.88
C 0.32 -0.51 1.45
C -2.99 0.22 -1.08
C -2.92 1.17 -2.06
C -3.43 2.37 -1.50
C -3.77 2.04 -0.22
Br -4.49 3.07 1.16
O -3.51 0.75 0.05
H -3.29 -1.38 0.78
H -3.39 -3.85 0.38
H -1.96 -3.59 -0.66
H -1.54 -4.43 1.79
H -1.81 -2.74 2.25
H 0.72 -1.98 -1.51
H 2.03 -1.37 -0.46
H 1.45 0.34 -2.11
H -0.26 0.28 -1.64
H 2.31 1.52 2.12
H 4.51 2.53 2.38
H 4.84 3.00 -1.84
H 2.61 2.02 -2.13
H 0.27 1.66 1.65
H -0.90 0.98 0.51
H -0.40 -0.71 2.25
H 1.33 -0.62 1.87
H -2.56 1.03 -3.06
H -3.53 3.32 -1.97
```

**E_tot**: -114192.2488 eV
**Lowest unoccupied orbital energy**: 0.3 eV
**Spin multiplicity**: 1
**Relative energy (zero: lowest compared OMol25 entry of this formula, charge and spin)**: 12.6 kcal per mole

Entry 3:
C52H116F6N6P | ωB97M-V/def2-TZVPD

The geometry in XYZ format:
```
181
C52H116F6N6P (ωB97M-V/def2-TZVPD)
C -7.58 -3.19 3.78
C -6.79 -2.15 2.99
C -5.29 -2.16 3.27
C -4.64 -3.44 2.79
N -3.29 -3.77 3.41
C -3.43 -3.78 4.93
C -2.67 -5.05 5.42
C -2.00 -5.62 4.18
C -2.88 -5.15 3.04
C -2.33 -2.73 2.97
H -7.14 -3.43 4.75
H -7.68 -4.15 3.26
H -8.58 -2.83 4.01
H -7.17 -1.15 3.19
H -6.99 -2.34 1.93
H -5.09 -1.91 4.31
H -4.87 -1.28 2.76
H -4.49 -3.37 1.71
H -5.28 -4.28 3.08
H -2.97 -2.88 5.33
H -4.47 -3.83 5.23
H -2.02 -4.77 6.25
H -3.44 -5.71 5.81
H -0.95 -5.34 4.11
H -1.94 -6.70 4.30
H -2.30 -5.15 2.11
H -3.75 -5.78 2.85
H -2.18 -2.90 1.90
H -1.35 -2.76 3.43
H -2.82 -1.77 3.02
C 3.98 -1.95 2.84
C 4.01 -0.62 3.61
C 2.60 -0.19 3.97
C 2.60 1.14 4.71
N 1.25 1.62 5.18
C 0.37 2.12 4.07
C -0.12 3.51 4.51
C 0.27 3.67 5.96
C 1.53 2.79 6.07
C 0.58 0.59 6.04
H 3.44 -2.72 3.39
H 4.97 -2.24 2.50
H 3.40 -1.87 1.91
H 4.54 0.12 3.01
H 4.63 -0.85 4.48
H 2.15 -0.97 4.58
H 2.01 -0.10 3.05
H 2.98 1.92 4.05
H 3.23 1.01 5.58
H -0.47 1.43 3.99
H 0.97 2.16 3.16
H -1.18 3.63 4.30
H 0.41 4.29 3.94
H -0.48 3.28 6.66
H 0.53 4.68 6.28
H 1.79 2.54 7.09
H 2.32 3.37 5.58
H 1.21 0.38 6.90
H 0.44 -0.32 5.48
H -0.40 0.98 6.28
C 0.02 0.64 -4.06
C -1.26 0.47 -4.90
C -2.38 -0.40 -4.32
C -2.77 0.06 -2.94
N -3.85 -0.75 -2.32
C -5.23 -0.72 -2.99
C -6.24 -0.26 -1.92
C -5.54 -0.55 -0.61
C -4.09 -0.25 -0.89
C -3.39 -2.17 -2.20
H -0.09 0.86 -3.00
H 0.55 1.44 -4.56
H 0.60 -0.29 -4.12
H -1.03 0.17 -5.92
H -1.70 1.47 -5.05
H -2.04 -1.44 -4.27
H -3.23 -0.36 -5.00
H -3.07 1.11 -3.01
H -1.93 0.02 -2.25
H -5.38 -1.67 -3.50
H -5.17 0.05 -3.76
H -7.15 -0.84 -2.05
H -6.51 0.77 -2.12
H -5.82 -1.54 -0.24
H -5.91 0.08 0.21
H -3.33 -0.68 -0.25
H -3.94 0.83 -0.94
H -3.79 -2.78 -3.00
H -3.72 -2.62 -1.26
H -2.30 -2.22 -2.09
C 8.81 -1.15 -0.49
C 7.36 -0.67 -0.39
C 7.15 0.76 -0.86
C 5.68 1.20 -0.76
N 5.43 2.68 -0.90
C 4.00 2.95 -0.48
C 3.17 2.33 -1.58
C 3.98 2.66 -2.85
C 5.37 3.07 -2.34
C 6.33 3.51 -0.07
H 9.51 -0.51 0.06
H 9.11 -1.10 -1.54
H 8.94 -2.14 -0.08
H 6.97 -0.81 0.63
H 6.77 -1.34 -1.01
H 7.40 0.80 -1.93
H 7.84 1.49 -0.47
H 5.31 0.95 0.23
H 5.15 0.71 -1.57
H 3.92 4.04 -0.53
H 3.78 2.70 0.55
H 2.18 2.78 -1.69
H 3.00 1.27 -1.36
H 3.53 3.45 -3.44
H 4.01 1.81 -3.52
H 5.53 4.15 -2.43
H 6.17 2.63 -2.93
H 6.05 4.55 -0.16
H 7.36 3.38 -0.38
H 6.20 3.16 0.95
C -2.55 8.99 -2.22
C -2.84 7.50 -1.93
C -1.85 6.98 -0.93
N -2.21 5.66 -0.25
C -3.59 5.70 0.29
C -1.23 5.43 0.89
C -0.71 3.99 0.70
C -0.73 3.81 -0.79
C -2.01 4.51 -1.25
H -1.73 9.17 -2.91
H -2.37 9.53 -1.29
H -3.45 9.46 -2.62
H -2.74 6.97 -2.88
H -3.87 7.48 -1.58
H -1.69 7.69 -0.12
H -0.88 6.81 -1.40
H -3.78 4.71 0.71
H -4.32 5.79 -0.50
H -3.64 6.45 1.08
H -1.71 5.45 1.87
H -0.47 6.21 0.81
H -1.45 3.33 1.15
H 0.27 3.81 1.14
H -0.68 2.80 -1.19
H 0.06 4.39 -1.31
H -2.89 3.88 -1.13
H -2.01 4.92 -2.26
C -1.33 -4.52 -3.69
C 0.05 -3.86 -3.80
C 1.10 -4.92 -4.19
N 2.26 -4.43 -5.00
C 1.84 -3.73 -6.25
C 3.22 -5.57 -5.32
C 4.26 -5.58 -4.20
C 4.01 -4.35 -3.33
C 3.07 -3.49 -4.14
H -1.29 -5.59 -3.93
H -2.07 -4.15 -4.41
H -1.77 -4.50 -2.70
H 0.31 -3.44 -2.82
H 0.07 -3.00 -4.47
H 0.63 -5.64 -4.86
H 1.47 -5.40 -3.29
H 1.47 -2.74 -5.99
H 1.05 -4.31 -6.73
H 2.72 -3.65 -6.88
H 3.71 -5.32 -6.26
H 2.60 -6.46 -5.38
H 5.25 -5.50 -4.65
H 4.40 -6.53 -3.69
H 4.96 -3.89 -3.07
H 3.58 -4.64 -2.36
H 3.64 -2.88 -4.84
H 2.48 -2.77 -3.58
P -0.03 -0.30 0.45
F -0.49 -0.41 2.01
F 1.09 -1.45 0.71
F -1.03 -1.54 0.07
F 0.51 -0.18 -1.08
F -1.22 0.74 0.13
F 1.04 0.84 0.88
```

**E_tot**: -90301.6718 eV
**Lowest unoccupied orbital energy**: -9.1 eV
**Total charge**: +5
**Spin multiplicity**: 1
**Relative energy (zero: lowest compared OMol25 entry of this formula, charge and spin)**: 0.0 kcal per mole

Entry 4:
C5H14O2 | ωB97M-V/def2-TZVPD

The geometry in XYZ format:
```
21
C5H14O2 (ωB97M-V/def2-TZVPD)
C 0.13 -1.43 0.32
C -0.92 -0.41 -1.07
C 1.14 -0.53 0.92
C 0.62 -2.61 -0.44
H -0.70 -1.64 0.99
H 1.45 -0.91 1.90
H 1.37 -2.33 -1.18
H -1.48 -1.28 -1.42
H -0.08 -0.29 -1.75
H -1.69 0.32 -1.35
H 0.65 0.43 1.16
H 2.00 -0.35 0.27
H 1.09 -3.31 0.26
H -0.18 -3.14 -0.95
C -0.73 2.75 0.20
O -0.99 1.56 0.82
O 0.63 3.16 0.32
H 0.83 3.21 1.26
H -0.85 0.59 -0.02
H -0.90 2.70 -0.89
H -1.40 3.52 0.62
```

**E_tot**: -9503.2888 eV
**Lowest unoccupied orbital energy**: 0.7 eV
**Spin multiplicity**: 1
**Relative energy (zero: lowest compared OMol25 entry of this formula, charge and spin)**: 85.6 kcal per mole

Entry 5:
C28H25N4O2PrS | ωB97M-V/def2-TZVPD

The geometry in XYZ format:
```
61
C28H25N4O2PrS (ωB97M-V/def2-TZVPD)
Pr -0.66 -0.24 -0.14
C 0.34 0.66 3.25
C -1.15 0.72 3.47
C -1.71 1.68 4.30
C -3.08 1.73 4.49
C -3.90 0.79 3.87
C -3.36 -0.18 3.04
C -4.23 -1.22 2.39
C -1.98 -0.20 2.84
N -1.41 -1.13 1.92
C -0.99 -2.31 2.43
O -1.08 -2.72 3.58
C -0.27 -3.17 1.40
C 0.12 -4.47 1.67
C 0.81 -5.17 0.69
C 1.12 -4.54 -0.51
C 0.71 -3.23 -0.69
N 0.02 -2.58 0.24
C 1.10 -2.45 -1.94
O 1.68 -3.03 -2.85
N 0.74 -1.14 -1.85
C 1.21 -0.24 -2.85
C 0.28 0.54 -3.55
C -1.21 0.37 -3.33
C 0.73 1.51 -4.43
C 2.08 1.72 -4.63
C 3.00 0.96 -3.92
C 2.58 -0.02 -3.02
C 3.61 -0.79 -2.24
H 0.86 1.42 3.84
H 0.60 0.87 2.21
H 0.74 -0.32 3.51
H -1.07 2.40 4.79
H -3.52 2.48 5.13
H -4.97 0.82 4.03
H -5.28 -1.08 2.67
H -3.93 -2.22 2.68
H -4.17 -1.17 1.30
H -0.12 -4.89 2.64
H 1.12 -6.19 0.87
H 1.67 -5.03 -1.30
H -1.46 -0.65 -3.02
H -1.77 0.56 -4.25
H -1.60 1.09 -2.60
H 0.00 2.10 -4.98
H 2.42 2.48 -5.32
H 4.06 1.13 -4.05
H 4.56 -0.26 -2.25
H 3.76 -1.78 -2.66
H 3.30 -0.92 -1.20
S -2.04 2.20 -0.06
C -0.40 2.78 -0.29
C -0.11 4.15 -0.49
C 1.19 4.54 -0.69
C 2.22 3.60 -0.70
C 1.88 2.29 -0.49
N 0.62 1.90 -0.28
H -0.93 4.85 -0.49
H 1.41 5.59 -0.85
H 3.25 3.89 -0.87
H 2.63 1.51 -0.50
```

**⟨S²⟩**: 2.002
**E_tot**: -64406.0238 eV
**Lowest unoccupied orbital energy (alpha / beta)**: -0.3 / -0.2 eV
**Spin multiplicity**: 3
**Relative energy (zero: lowest compared OMol25 entry of this formula, charge and spin)**: 0.0 kcal per mole

Entry 6:
C4H11NO2 | ωB97M-V/def2-TZVPD

The geometry in XYZ format:
```
18
C4H11NO2 (ωB97M-V/def2-TZVPD)
C 0.34 0.53 0.95
C 1.22 -0.73 0.92
C 0.98 -1.48 -0.40
O 1.54 -0.85 -1.56
N -1.03 0.38 0.51
C -1.60 1.27 -0.50
O -2.55 0.59 -1.21
H 0.26 0.92 1.98
H 0.82 1.27 0.31
H 1.11 -1.37 1.79
H 2.26 -0.41 0.87
H 1.46 -2.46 -0.30
H -0.08 -1.54 -0.67
H 1.96 -0.02 -1.31
H -1.68 0.32 1.30
H -2.01 2.21 -0.11
H -0.76 1.65 -1.11
H -2.26 -0.29 -1.47
```

**⟨S²⟩**: 0.755
**E_tot**: -9901.5074 eV
**Lowest unoccupied orbital energy (alpha / beta)**: -3.4 / -8.7 eV
**Total charge**: +1
**Spin multiplicity**: 2
**Relative energy (zero: lowest compared OMol25 entry of this formula, charge and spin)**: 34.3 kcal per mole